# 1
C47H68FN3O17S4 | ωB97M-V with the def2-TZVPD basis set

The frontier orbital gap comes out at 7.5 eV.

Geometry as ORCA input:
```
! RIJCOSX wB97M-V def2-TZVPD def2/J DEFGRID3
* xyz 0 1
S 4.825 0.624 -2.020
S 4.317 1.590 0.743
S -4.048 -2.325 -0.102
S -2.617 -1.966 -4.622
F -4.685 -3.267 -1.210
O -4.103 2.048 6.722
O -10.368 3.363 -0.248
O -3.658 -3.193 0.959
O 3.181 -1.980 -6.202
O -0.614 1.979 6.858
O 2.186 -2.240 -8.203
O -7.054 1.339 -3.399
O 6.124 -2.694 -0.628
O -5.075 -1.414 0.261
O 0.550 2.394 8.735
O -2.933 -0.542 4.170
O -4.910 2.201 8.815
O 9.236 0.123 -4.052
O -8.218 3.999 -0.415
O -4.882 -0.991 3.162
O -5.064 1.049 -2.391
O 10.195 -0.869 -2.279
N -1.299 -1.060 -4.234
N 6.373 -0.008 0.116
N -3.281 -2.204 -3.176
C -4.212 2.657 7.748
C 9.485 1.295 -4.846
C 10.133 0.054 -3.038
C 1.538 -3.314 -8.904
C -0.619 -0.063 -0.767
C -1.741 -0.755 -0.122
C 2.661 1.750 0.027
C 2.132 -4.586 -8.323
C -1.925 -0.676 1.398
C -3.749 4.103 9.558
C -3.781 -0.505 3.091
C 3.092 -3.755 -0.399
C -2.519 -1.589 -2.262
C 2.858 -2.911 -2.827
C 0.340 0.781 0.076
C 7.324 -0.513 -0.879
C -1.359 0.865 6.319
C -7.060 0.078 -1.411
C -3.651 4.032 8.039
C -4.941 3.206 9.843
C 7.002 -1.923 -1.446
C -3.157 0.180 1.879
C -1.407 -0.951 -2.915
C -8.425 1.017 -3.099
C 2.729 -4.137 -1.866
C -8.359 -0.177 -2.165
C -9.360 3.741 0.272
C 10.249 2.239 -3.933
C 6.426 -2.470 0.737
C -0.761 -0.367 6.977
C 5.286 0.646 -0.447
C -7.861 4.793 1.768
C -0.342 0.171 8.341
C 2.669 -2.690 -7.017
C -9.137 3.960 1.754
C 1.597 -2.014 -2.612
C 1.712 -0.670 -3.357
C 0.672 0.439 -2.909
C 1.850 0.407 -0.013
C -6.246 0.849 -2.428
C 2.418 -4.178 -6.884
C -0.052 1.628 8.037
C -0.469 -0.191 -2.124
C 11.035 1.271 -3.056
C -2.661 -1.497 -0.840
C -7.161 4.326 0.503
C 5.969 -1.042 1.105
H 3.365 -4.635 0.204
H -2.848 3.676 10.003
H 0.721 -2.614 -2.922
H 5.831 -3.167 1.345
H 2.195 -0.243 0.808
H 3.868 -2.977 -0.344
H -2.623 4.114 7.693
H -3.867 5.113 9.946
H 1.664 -4.434 -1.846
H 1.505 -0.882 -4.419
H -3.317 -1.106 4.858
H 0.123 -0.693 6.424
H -2.746 1.137 2.252
H 10.066 1.003 -5.723
H 4.875 -1.033 1.215
H -5.891 3.742 9.776
H 1.730 -3.217 -9.971
H 2.142 -0.087 -0.946
H -1.045 -0.301 1.928
H 11.183 1.660 -2.052
H -8.114 5.852 1.683
H -6.564 -0.841 -1.136
H 10.871 2.950 -4.474
H 7.970 -2.469 -1.474
H -7.259 4.664 2.666
H -9.233 -0.268 -1.521
H 8.538 1.717 -5.176
H -6.532 5.101 0.070
H 1.141 1.252 -2.340
H -7.215 0.707 -0.532
H 11.991 0.996 -3.504
H 0.078 0.827 1.137
H 6.630 -1.927 -2.478
H -9.975 4.490 2.199
H 8.295 -0.601 -0.358
H -2.410 1.000 6.568
H 3.714 -2.330 -2.441
H -8.272 -1.098 -2.745
H 2.977 -3.214 -3.875
H -8.956 0.790 -4.022
H -8.997 2.991 2.237
H -4.279 4.780 7.553
H 1.554 -4.333 -6.235
H 0.253 1.818 -0.304
H -3.877 0.432 1.098
H 0.544 -0.330 8.722
H 2.184 -3.343 0.081
H -6.555 3.432 0.669
H -1.453 -1.207 7.028
H -8.891 1.886 -2.628
H 2.722 -0.240 -3.320
H 3.070 -4.822 -8.831
H -1.253 0.842 5.239
H 0.461 -3.241 -8.731
H 7.491 -2.679 0.950
H 1.506 -1.914 -1.517
H 2.671 2.244 -0.955
H 6.410 -0.755 2.080
H -1.155 0.117 9.068
H 3.338 -4.994 -2.186
H 2.101 2.409 0.715
H 3.291 -4.685 -6.482
H -4.875 2.729 10.819
H 7.502 0.212 -1.683
H 1.475 -5.449 -8.416
H 9.549 2.806 -3.317
H -2.073 -1.706 1.764
H 0.280 0.878 -3.841
*
```

# 2
C47H69N5OTc | ωB97M-V with the def2-TZVPD basis set

The expectation value of S² is 1.2265. The frontier orbital gap (spin up / spin down) comes out at 5.5 / 6.6 eV.

Geometry as ORCA input:
```
! RIJCOSX wB97M-V def2-TZVPD def2/J DEFGRID3
* xyz 2 2
Tc -0.519 0.626 0.174
O 0.694 1.038 -1.282
N -0.564 2.371 1.552
N -1.598 2.425 -1.052
N -0.757 -1.276 -0.735
N 0.900 -0.193 1.258
N -2.030 0.034 1.608
C 1.569 0.999 3.394
C 0.376 -1.744 -1.164
C 3.147 -1.120 1.278
C -3.638 -0.186 -1.156
C 3.886 2.116 -0.968
C -1.389 0.484 -5.028
C 0.412 1.609 -3.601
C 0.989 1.858 -2.339
C 4.170 -1.762 0.623
C 0.699 2.484 -4.642
C 2.744 -2.179 -1.252
C -1.261 -5.291 0.469
C 1.545 3.565 -4.470
C -4.044 -2.384 -2.193
C -0.602 -4.318 -0.516
C 0.308 -1.043 4.824
C 0.956 -0.073 2.716
C 2.676 3.055 -0.889
C 1.903 -0.917 0.651
C -2.675 1.235 2.183
C 1.480 1.030 4.785
C 1.853 3.507 3.270
C -1.895 -2.109 -1.138
C 0.299 -5.100 -1.477
C -1.477 -2.879 3.414
C 1.885 2.924 -2.164
C -2.628 -4.271 -1.923
C 0.354 -1.125 3.436
C -3.137 -1.568 -1.527
C -4.075 0.656 -2.355
C -0.381 0.350 -3.885
C -1.692 -3.514 -1.227
C 0.896 -3.499 2.882
C -0.166 -2.396 2.783
C -1.558 2.150 2.642
C -3.775 -3.713 -2.448
C 3.116 4.483 -0.576
C -1.849 3.576 -0.162
C 2.146 3.764 -3.241
C 3.981 -2.280 -0.663
C 3.851 2.046 3.032
C -4.794 -0.307 -0.152
C -0.724 3.666 0.846
C 1.686 -1.501 -0.622
C 0.851 0.032 5.500
C 2.344 2.138 2.750
C 0.612 -0.768 -4.231
H -1.303 -3.329 4.391
H 0.093 -1.707 -4.443
H -3.343 0.983 3.008
H -3.269 1.692 1.395
H -2.722 -0.595 1.205
H 4.787 -2.793 -1.170
H -1.958 1.412 -4.983
H 2.070 4.294 2.550
H -4.548 -0.952 0.696
H 0.032 -3.647 0.068
H -0.261 -5.881 -1.991
H 1.176 -0.491 -5.123
H 0.785 3.533 3.500
H -0.890 0.454 -5.997
H -2.820 0.335 -0.653
H 4.337 2.976 2.733
H -4.988 -1.966 -2.515
H 0.343 -2.490 -1.949
H -0.884 2.695 -1.733
H -5.090 0.674 0.224
H 4.339 1.238 2.492
H 0.214 3.887 0.333
H -2.425 2.253 -1.614
H 0.347 2.372 1.996
H 1.105 -5.586 -0.925
H -3.224 0.995 -2.944
H -2.463 -5.334 -2.030
H -0.148 -1.845 5.387
H 1.825 -3.216 2.387
H -1.853 -6.039 -0.058
H -0.342 -2.205 1.719
H 4.517 2.211 -0.084
H 1.752 4.234 -5.294
H 1.336 -0.921 -3.431
H 2.299 5.200 -0.679
H 0.806 0.078 6.579
H -5.670 -0.748 -0.628
H -4.715 0.086 -3.026
H 4.493 2.361 -1.841
H 3.569 1.074 -1.060
H 2.210 2.082 1.669
H -4.480 -4.321 -2.998
H 2.043 2.690 -0.079
H 2.562 -2.647 -2.211
H 1.124 -3.708 3.928
H 0.261 2.305 -5.615
H -0.903 4.469 1.564
H -1.961 3.102 2.992
H -0.915 0.073 -2.972
H 3.919 4.803 -1.240
H -2.809 3.444 0.335
H 0.532 -4.421 2.428
H 1.932 1.857 5.317
H 2.371 3.770 4.192
H -2.203 -2.074 3.563
H 3.293 -0.759 2.283
H -1.939 -3.643 2.794
H 2.840 4.584 -3.117
H -2.091 -0.351 -5.004
H -1.580 -0.494 2.358
H 4.030 1.910 4.099
H 5.127 -1.876 1.115
H -1.028 1.689 3.478
H 3.510 4.551 0.438
H -1.914 4.507 -0.728
H 0.750 -4.469 -2.245
H -1.930 -4.773 1.155
H -0.506 -5.825 1.046
H -4.655 1.525 -2.032
*
```

# 3
C47H74NO4S4 | ωB97M-V with the def2-TZVPD basis set

The frontier orbital gap comes out at 8.9 eV.

Geometry as ORCA input:
```
! RIJCOSX wB97M-V def2-TZVPD def2/J DEFGRID3
* xyz 1 1
S 43.194 -25.735 14.690
S 44.374 -37.605 13.030
S 46.526 -36.633 15.884
S 45.889 -27.464 10.655
O 46.041 -35.209 16.205
O 43.345 -36.524 13.299
O 44.640 -28.241 11.275
O 43.359 -27.232 15.023
N 44.978 -31.334 14.025
C 46.825 -31.243 9.401
C 51.523 -26.103 14.817
C 47.155 -28.102 16.927
C 45.623 -30.062 14.187
C 46.884 -33.501 10.163
C 40.705 -29.053 13.380
C 38.308 -29.338 12.659
C 49.044 -33.888 14.514
C 46.795 -32.208 18.614
C 46.853 -30.857 19.310
C 52.330 -28.726 13.971
C 44.522 -31.415 12.633
C 46.661 -28.426 15.533
C 40.421 -29.149 14.754
C 41.588 -25.253 15.032
C 39.610 -29.034 12.270
C 45.855 -32.480 14.122
C 44.008 -24.496 15.754
C 44.455 -30.898 19.540
C 44.911 -37.374 11.394
C 48.386 -31.902 11.216
C 47.942 -33.291 11.085
C 46.269 -29.740 15.342
C 49.144 -33.233 15.831
C 48.018 -36.827 16.864
C 52.469 -26.178 13.806
C 47.839 -30.855 10.407
C 51.436 -32.488 15.447
C 45.517 -32.748 18.361
C 39.012 -29.432 15.158
C 45.291 -25.824 10.325
C 43.260 -39.025 12.635
C 50.342 -33.790 13.617
C 43.916 -31.476 15.047
C 51.434 -33.066 14.033
C 51.161 -28.557 14.900
C 45.194 -33.520 13.248
C 44.405 -32.011 18.677
C 37.944 -29.508 14.106
C 50.278 -32.515 16.203
C 45.760 -30.237 19.839
C 46.987 -26.919 12.014
C 50.852 -27.177 15.329
C 45.605 -37.773 16.943
C 52.849 -27.608 13.344
C 46.351 -32.474 9.386
C 44.153 -32.795 12.359
H 49.167 -31.648 12.081
H 46.117 -25.100 10.374
H 43.947 -23.531 15.377
H 44.919 -29.169 13.891
H 46.509 -30.452 8.750
H 43.652 -24.414 16.722
H 46.147 -29.880 13.354
H 52.302 -33.100 13.405
H 47.569 -27.191 16.920
H 50.295 -34.340 12.744
H 46.427 -26.463 12.946
H 52.284 -31.863 15.765
H 44.059 -37.559 10.765
H 48.166 -33.229 16.107
H 43.916 -39.829 12.345
H 43.572 -30.489 15.313
H 38.897 -29.594 16.343
H 44.017 -31.797 16.036
H 51.217 -25.132 15.295
H 48.121 -34.345 14.018
H 40.721 -25.621 14.554
H 45.475 -32.605 8.883
H 47.313 -30.316 15.576
H 41.657 -28.732 13.059
H 46.904 -32.128 13.723
H 48.136 -29.757 10.629
H 45.017 -25.860 9.284
H 47.722 -30.331 19.405
H 50.641 -29.358 15.487
H 52.806 -25.297 13.384
H 48.239 -34.105 11.697
H 43.489 -32.461 18.379
H 46.007 -33.885 12.762
H 47.422 -28.106 14.871
H 47.427 -27.853 12.263
H 43.630 -30.543 19.722
H 46.673 -34.601 9.928
H 48.548 -37.736 16.462
H 44.120 -33.032 11.355
H 45.802 -29.494 20.600
H 45.485 -33.787 17.981
H 44.745 -25.343 10.922
H 42.474 -38.733 11.980
H 45.435 -36.510 11.160
H 45.580 -29.953 16.224
H 49.982 -26.996 16.025
H 45.457 -38.150 11.211
H 48.812 -35.960 16.669
H 47.766 -37.040 17.968
H 37.577 -29.480 12.051
H 44.878 -34.267 13.882
H 42.732 -39.598 13.552
H 45.818 -27.803 15.371
H 43.266 -32.871 12.691
H 43.579 -30.735 12.601
H 50.304 -32.117 17.040
H 45.018 -24.782 16.123
H 36.940 -29.812 14.588
H 46.004 -38.626 17.003
H 41.167 -29.148 15.523
H 41.250 -24.100 14.714
H 53.687 -27.903 12.421
H 46.194 -28.217 17.765
H 46.055 -32.850 15.079
H 43.230 -32.184 14.704
H 47.598 -32.870 18.254
H 45.417 -31.138 12.059
H 47.821 -26.401 11.490
H 44.547 -37.851 16.813
H 47.861 -28.931 17.427
H 41.266 -25.474 16.164
H 52.880 -29.759 13.814
H 39.707 -29.003 11.059
H 45.289 -37.262 17.909
*
```

Taking the records one at a time from the top gives energy values of -4967.71682; -2261.73826; -3782.71989 hartree.
Taking the records one at a time from the top gives molecular weight values of 1094.33; 818.10; 845.38 g mol⁻¹.
Taking the records one at a time from the top gives energy relative to the best compared isomer or geometry (same formula, charge and spin) values of 0.0; 0.0; 49.1 kcal/mol.